# 1
60
Properties=species:S:1:pos:R:3:forces:R:3 method="wB97M-V/def2-TZVPD" lumo_energy_ev=0.47 de_lowest_kj_mol=0.0 total_energy_ha=-2039.2105 homo_lumo_gap_ha=0.295 largest_force_ev_per_a=0.80 homo_energy_ha=-0.2779
C -1.464 6.361 2.019 -0.391 0.036 -0.076
C -1.669 5.167 1.080 0.466 0.001 0.439
B -0.367 4.571 0.460 -0.202 0.200 -0.167
O 0.843 5.250 0.565 0.278 -0.744 0.053
Si -0.505 2.757 -0.454 -0.112 0.332 -0.520
O 0.435 2.626 -1.844 -0.009 -0.133 0.555
Si 2.034 2.272 -1.835 0.205 0.045 -0.574
P -0.267 1.197 1.144 -0.453 -0.154 0.345
C -0.075 -0.364 0.188 -0.160 0.429 0.118
O 1.232 1.404 1.869 0.097 0.264 0.039
H -0.560 6.920 1.795 0.126 0.059 0.009
H -2.298 7.056 1.962 -0.083 0.106 -0.008
H -1.432 6.024 3.053 0.201 -0.012 0.138
H -2.354 5.406 0.264 -0.082 -0.059 -0.142
H -2.145 4.357 1.641 -0.282 -0.069 -0.204
H 1.214 5.171 1.450 0.040 0.506 0.052
H -1.901 2.557 -0.904 -0.017 -0.147 0.040
H 2.369 1.280 -0.789 -0.006 0.058 0.091
H 2.830 3.502 -1.635 0.050 -0.029 0.103
H 2.394 1.701 -3.150 0.009 -0.022 0.021
H -0.617 -1.138 0.718 0.080 -0.250 0.008
H -0.565 -0.244 -0.774 0.067 -0.179 -0.178
H 0.969 -0.635 0.066 0.122 -0.003 -0.095
H 1.714 2.153 1.509 0.203 -0.128 -0.080
C -2.866 3.543 4.344 0.021 -0.058 -0.093
O -2.933 3.138 3.198 -0.130 0.094 0.103
N -2.259 2.868 5.335 0.062 -0.036 0.126
C -2.191 3.373 6.689 0.023 -0.077 -0.066
C -1.651 1.585 5.012 0.006 0.039 0.008
H -3.296 4.508 4.667 -0.009 -0.023 -0.005
H -1.154 3.504 7.004 -0.001 0.018 0.018
H -2.680 2.687 7.384 -0.009 0.016 0.020
H -2.694 4.337 6.742 -0.008 0.015 0.003
H -0.886 1.702 4.244 -0.010 -0.008 -0.011
H -2.401 0.895 4.625 0.000 -0.012 -0.011
H -1.204 1.170 5.913 -0.002 0.005 0.016
C -2.339 -3.064 -2.073 -0.030 0.129 0.040
O -1.878 -2.192 -1.356 -0.127 -0.101 -0.090
N -1.663 -4.157 -2.459 0.051 -0.166 -0.059
C -2.245 -5.167 -3.317 0.065 0.040 0.023
C -0.293 -4.326 -2.003 -0.134 0.072 0.146
H -3.367 -3.021 -2.472 0.007 0.000 0.012
H -2.263 -6.137 -2.816 -0.018 -0.011 -0.008
H -1.670 -5.268 -4.239 -0.003 -0.015 -0.007
H -3.267 -4.886 -3.568 -0.014 0.005 -0.003
H -0.261 -4.350 -0.913 0.005 0.029 0.008
H 0.320 -3.488 -2.339 0.036 -0.010 -0.001
H 0.110 -5.247 -2.408 0.001 0.009 -0.026
C 2.565 -5.198 -4.417 -0.127 -0.042 -0.047
O 1.621 -5.796 -3.933 0.108 -0.055 -0.141
N 3.652 -4.817 -3.727 0.125 0.054 0.053
C 4.750 -4.104 -4.347 -0.031 -0.031 0.083
C 3.718 -5.134 -2.310 -0.034 -0.008 -0.040
H 2.603 -4.912 -5.481 -0.004 -0.013 0.010
H 5.678 -4.672 -4.261 0.012 0.004 -0.020
H 4.893 -3.129 -3.878 0.006 0.015 -0.018
H 4.533 -3.952 -5.402 -0.002 0.003 -0.015
H 3.664 -6.212 -2.156 0.004 -0.009 0.009
H 2.886 -4.676 -1.774 0.003 0.011 0.015
H 4.655 -4.758 -1.906 0.010 0.006 0.001

# 2
132
Properties=species:S:1:pos:R:3:forces:R:3 method="wB97M-V/def2-TZVPD" lumo_energy_ev=-2.19 total_energy_ha=-11931.9145 homo_lumo_gap_ha=0.290 largest_force_ev_per_a=1.17 total_charge=+1 homo_energy_ha=-0.3700
Pd 0.454 -0.248 0.193 -0.201 -1.155 0.040
C 1.544 -1.268 3.466 0.017 0.022 -0.001
C 0.099 -1.024 3.851 -0.060 0.039 0.015
As -1.024 -1.357 2.275 0.101 0.225 -0.219
C -0.654 -3.263 2.086 0.030 0.003 0.058
C 0.289 -3.685 1.152 -0.049 -0.051 0.041
C 0.638 -5.026 1.057 -0.001 0.015 -0.003
C 0.042 -5.958 1.896 0.019 -0.004 -0.015
C -0.897 -5.544 2.831 -0.007 -0.010 0.008
C -1.241 -4.204 2.928 -0.026 0.015 -0.030
C -2.789 -1.439 3.074 -0.021 -0.071 -0.069
C -3.049 -0.864 4.311 0.013 0.040 0.025
C -4.324 -0.928 4.857 -0.011 0.026 0.001
C -5.347 -1.558 4.168 0.004 0.001 0.010
C -5.093 -2.136 2.930 0.002 -0.015 -0.003
C -3.819 -2.082 2.388 0.018 0.055 0.027
As 2.064 -0.184 1.914 0.212 0.097 0.115
C 2.265 1.550 2.764 -0.086 0.010 -0.029
C 1.286 2.523 2.545 0.023 -0.072 0.033
C 1.503 3.821 2.995 -0.005 0.010 0.010
C 2.635 4.133 3.730 -0.011 0.001 0.011
C 3.553 3.140 4.043 0.004 -0.030 -0.019
C 3.371 1.856 3.553 0.038 0.049 -0.028
C 3.858 -0.890 1.675 0.032 0.082 -0.029
C 3.980 -2.273 1.581 -0.029 -0.019 0.044
C 5.220 -2.855 1.354 -0.016 -0.013 -0.005
C 6.345 -2.059 1.208 0.007 0.004 -0.018
C 6.226 -0.678 1.275 -0.009 -0.003 0.004
C 4.988 -0.094 1.501 -0.013 -0.051 0.063
H 1.708 -2.317 3.216 0.001 0.027 0.001
H 2.240 -0.995 4.262 -0.026 -0.008 0.017
H -0.057 0.012 4.159 -0.007 -0.015 0.008
H -0.213 -1.681 4.664 0.001 -0.006 -0.015
H 0.752 -2.954 0.500 0.017 0.040 -0.046
H 1.375 -5.344 0.329 -0.001 0.003 0.001
H 0.311 -7.004 1.825 -0.001 -0.002 -0.005
H -1.361 -6.267 3.489 0.000 -0.002 0.002
H -1.977 -3.893 3.661 0.005 -0.004 0.004
H -2.264 -0.352 4.854 -0.018 0.019 0.003
H -4.515 -0.479 5.824 -0.001 0.002 0.001
H -6.341 -1.605 4.595 -0.001 0.000 0.001
H -5.887 -2.640 2.394 -0.001 0.003 -0.003
H -3.619 -2.562 1.438 0.001 0.007 -0.037
H -0.052 2.740 1.046 -0.057 -0.069 -0.018
H 0.756 4.577 2.784 -0.009 0.001 -0.002
H 2.789 5.144 4.081 0.001 0.003 -0.003
H 4.418 3.368 4.652 0.003 -0.006 0.002
H 4.104 1.092 3.781 0.036 -0.026 -0.031
H 3.108 -2.912 1.682 0.032 0.013 -0.007
H 5.303 -3.932 1.291 0.000 -0.002 -0.003
H 7.311 -2.511 1.031 0.003 -0.003 0.006
H 7.098 -0.051 1.145 0.000 0.004 0.003
H 4.906 0.984 1.516 0.001 0.051 0.058
N 0.060 2.174 1.887 0.058 -0.009 0.179
C -1.143 2.220 2.647 0.065 0.106 0.011
C -2.326 1.876 1.992 0.023 0.037 -0.042
C -3.556 2.039 2.603 -0.023 -0.033 0.021
C -3.629 2.504 3.910 -0.022 -0.079 0.002
C -2.455 2.752 4.602 0.043 -0.025 0.009
C -1.216 2.609 3.985 0.010 0.003 -0.073
H -2.256 1.485 0.985 -0.017 0.015 -0.054
H -4.460 1.781 2.065 -0.002 -0.002 -0.011
H -4.589 2.631 4.392 -0.004 -0.001 0.007
H -2.494 3.079 5.634 0.006 0.000 -0.001
H -0.318 2.845 4.537 0.044 0.015 0.030
C 0.394 -3.090 -2.519 -0.001 0.009 -0.019
C -0.869 -2.573 -1.928 0.132 -0.057 0.101
N -1.008 -1.571 -1.081 0.010 0.310 -0.044
C -2.359 -1.467 -0.821 -0.007 -0.109 0.046
C -3.038 -2.421 -1.503 -0.037 -0.015 0.051
N -2.078 -3.116 -2.198 0.026 0.022 -0.051
H 1.122 -3.308 -1.739 -0.004 0.007 -0.003
H 0.828 -2.353 -3.196 -0.007 0.012 -0.008
H 0.208 -4.008 -3.076 -0.007 0.000 0.004
H -2.758 -0.708 -0.168 -0.003 0.006 0.023
H -4.086 -2.644 -1.580 -0.009 0.009 0.007
H -2.234 -3.908 -2.798 0.004 0.004 0.002
C 2.718 2.051 -1.140 0.007 -0.041 0.035
C 3.098 0.581 -1.260 -0.006 -0.006 0.014
C 3.896 0.340 -2.545 -0.002 -0.021 0.002
C 1.922 -0.386 -1.227 0.083 0.154 0.144
H 3.611 2.678 -1.105 0.002 -0.004 0.012
H 2.129 2.245 -0.241 -0.017 0.023 -0.016
H 2.136 2.366 -2.004 -0.105 0.059 -0.086
H 3.759 0.344 -0.426 -0.076 0.009 -0.138
H 3.286 0.563 -3.424 -0.005 -0.001 -0.003
H 4.225 -0.698 -2.616 0.003 0.002 -0.010
H 4.781 0.978 -2.579 0.006 0.002 -0.001
H 2.302 -1.409 -1.144 -0.016 0.035 0.039
H 1.327 -0.314 -2.143 -0.014 0.064 0.018
C -1.751 -1.561 -5.825 0.022 -0.060 0.013
O -2.357 -0.825 -4.754 0.052 0.007 0.040
C -1.536 -0.090 -4.005 0.013 0.104 -0.211
O -0.329 -0.121 -4.114 -0.002 -0.068 0.093
C -2.223 0.770 -3.005 -0.030 0.045 0.021
C -3.545 0.851 -2.879 -0.014 -0.029 -0.044
As -4.521 1.565 -1.338 -0.109 -0.055 0.039
C -5.933 2.470 -2.354 0.035 -0.012 -0.015
C -3.357 3.079 -0.932 0.390 0.038 -0.118
C -2.057 3.145 -1.234 -0.299 -0.063 0.059
As -0.907 1.698 -1.897 -0.166 0.175 -0.103
C -0.135 2.808 -3.329 0.029 -0.064 0.017
C -1.193 4.314 -0.901 -0.126 0.256 0.170
O -0.275 4.262 -0.110 0.008 -0.042 -0.136
O -1.479 5.380 -1.636 0.023 -0.128 0.020
C -0.672 6.540 -1.375 0.006 0.034 0.021
C -4.059 4.049 -0.040 0.007 0.275 0.115
O -5.248 4.002 0.166 -0.011 -0.129 -0.006
O -3.249 4.909 0.581 0.084 -0.116 -0.129
C -3.872 5.722 1.587 -0.021 0.028 0.019
C -4.497 0.289 -3.891 0.012 0.058 -0.099
O -4.698 0.801 -4.957 -0.050 -0.004 0.030
O -5.178 -0.754 -3.394 -0.029 0.010 0.086
C -6.216 -1.299 -4.227 0.006 -0.019 -0.022
H -2.552 -1.784 -6.523 -0.012 -0.008 0.017
H -1.315 -2.483 -5.440 0.021 0.007 0.002
H -0.975 -0.971 -6.304 -0.015 0.014 -0.004
H -6.546 1.708 -2.834 0.004 0.002 -0.002
H -5.508 3.126 -3.111 -0.018 0.009 0.003
H -6.537 3.034 -1.651 0.007 -0.007 -0.009
H -0.937 3.203 -3.950 0.016 0.000 -0.004
H 0.539 2.200 -3.925 0.033 -0.021 -0.001
H 0.419 3.627 -2.875 0.023 0.026 0.003
H -0.997 7.288 -2.089 0.001 -0.005 0.001
H 0.382 6.307 -1.509 -0.001 0.001 -0.004
H -0.840 6.883 -0.355 0.006 -0.004 -0.007
H -3.072 6.316 2.018 -0.007 -0.003 -0.005
H -4.325 5.083 2.344 0.005 0.021 -0.004
H -4.633 6.360 1.142 0.005 -0.008 0.000
H -7.023 -1.598 -3.565 0.023 -0.010 0.010
H -5.824 -2.168 -4.754 -0.007 0.015 -0.031
H -6.558 -0.558 -4.944 -0.007 0.000 0.006

# 3
7
Properties=species:S:1:pos:R:3:forces:R:3 method="wB97M-V/def2-TZVPD" lumo_energy_ev=0.71 de_lowest_kj_mol=44.5 total_energy_ha=-513.8778 homo_lumo_gap_ha=0.378 largest_force_ev_per_a=1.87 smiles="C=O.S" homo_energy_ha=-0.3516
C -1.638 -0.105 0.072 0.099 1.846 0.262
O -0.924 0.642 0.681 0.493 0.110 0.535
H -2.702 0.150 0.068 -0.452 -0.756 -0.215
H -1.175 -0.841 -0.549 -0.119 -1.200 -0.614
S 2.733 0.107 -0.203 -0.261 -0.992 0.333
H 1.743 0.993 -0.365 -0.239 -0.250 0.182
H 1.964 -0.946 0.295 0.479 1.242 -0.483